w) Below is a structure of composition C3H7N2O, with properties calculated with ωB97M-V/def2-TZVPD.

Each line ends with the Löwdin charge.
Element x y z (Å)
C  1.8480  -0.0213  -0.2289  -0.19
C  -0.6111  -1.5803  -0.0446  -0.07
C  -0.1399  1.1294  0.3575  -0.06
N  1.0575  0.9837  -0.3773  0.05
N  -1.2357  -0.4448  -0.0848  -0.06
O  2.7169  -0.5957  0.2185  0.31
H  -0.0082  -1.8660  -1.0259  0.12
H  -0.2294  -1.7438  0.9950  0.10
H  -0.2185  0.9420  1.4810  0.14
H  -0.6046  2.0881  0.0519  0.11
H  0.9179  1.4823  -1.3363  0.24
H  -1.7914  -0.0171  -0.8429  0.17
H  -1.7015  -0.3565  0.8368  0.15

Calculated values
- E_LUMO (spin up / spin down): -4.61 / -4.61 eV
- Total charge: +1
- Frontier orbital gap (spin up / spin down): 7.4 / 7.4 eV

---

x) Below is the ion C3H7N2O with charge +1, with properties calculated with ωB97M-V/def2-TZVPD.

Each line ends with the Löwdin charge.
Element x y z (Å)
C  -1.1550  -0.4716  -0.7558  -0.07
C  -0.0889  -0.4541  0.0790  -0.35
C  -0.0816  0.8297  1.0542  -0.07
N  -1.2142  -1.0049  -1.9375  0.19
N  1.4776  1.1564  1.3970  0.15
O  -0.2119  -0.4484  1.3798  -0.01
H  -2.0271  0.1260  -0.4815  0.17
H  0.7814  -1.0471  -0.2785  0.17
H  -2.0927  -0.7178  -2.4252  0.16
H  -0.6449  -1.6675  -2.5381  0.19
H  1.4516  1.0984  2.3893  0.12
H  1.6969  2.1846  1.0885  0.20
H  2.1088  0.4163  1.0287  0.15

Calculated values
- E_LUMO: -4.26 eV
- Total charge: +1
- Frontier orbital gap: 8.4 eV

---

y) Below is a cluster of 2 separate species, C3H7N2O in total, with properties calculated with ωB97M-V/def2-TZVPD.

Each line ends with the Löwdin charge.
Element x y z (Å)
C  1.7084  0.5010  -0.2455  -0.18
C  -0.5972  0.7263  -0.1445  -0.27
C  1.7365  -0.7264  0.3808  0.00
N  -1.3131  0.0744  -0.9892  0.12
N  -1.1321  1.4409  0.8096  0.16
O  2.1065  1.3759  -0.8392  0.30
H  1.1557  -1.4205  -0.1427  0.09
H  1.3848  -0.5492  1.3522  0.11
H  2.7779  -1.2202  0.3841  0.17
H  -0.7418  -0.6008  -1.5401  0.13
H  -2.3600  0.0496  -1.2746  0.18
H  -0.6197  2.1541  1.2500  0.10
H  -2.0720  1.6852  0.7661  0.10

Calculated values
- E_LUMO: -3.69 eV
- Total charge: +1
- Frontier orbital gap: 10.2 eV

---

Stability ranking, top entry: y); the second entry is 55.9 kcal/mol less favorable.

---

w) Below is the ion C3H7N2O with charge +1, with properties calculated with ωB97M-V/def2-TZVPD.

Each line ends with the Löwdin charge.
Element x y z (Å)
C  1.8542  0.2205  0.0249  -0.25
C  0.7170  -0.7655  -0.3637  -0.08
C  -0.5433  0.0497  -0.5779  -0.44
N  1.9225  1.4143  -0.0762  0.29
N  -1.4394  0.4390  0.8480  0.22
O  -0.4772  1.0971  -1.2738  0.12
H  2.6335  -0.4944  0.3217  0.15
H  1.0190  -1.1694  -1.3363  0.14
H  0.6269  -1.7525  0.2352  0.17
H  -1.3530  -0.6550  -1.0581  0.22
H  -2.0622  1.2264  0.5929  0.16
H  -0.7795  0.6951  1.6118  0.16
H  -2.1183  -0.3054  1.0516  0.15

Calculated values
- E_LUMO (spin up / spin down): -7.24 / -5.52 eV
- Total charge: +1
- Frontier orbital gap (spin up / spin down): 7.2 / 10.9 eV

---

x) Below is a cluster of 2 separate species, C3H7N2O in total, with properties calculated with ωB97M-V/def2-TZVPD.

Each line ends with the Löwdin charge.
Element x y z (Å)
C  0.8293  1.1614  -0.1526  -0.17
C  -0.5596  -0.7810  0.3402  -0.03
C  0.6044  0.1368  0.7795  -0.19
N  1.4286  3.0029  0.3278  0.19
N  0.3950  1.2436  -1.3504  0.21
O  1.6732  2.9922  1.4607  0.11
H  -0.2171  -1.1979  -0.5385  0.06
H  -1.5111  -0.3719  0.0700  0.10
H  -0.6642  -1.4099  1.1418  0.06
H  0.6556  0.4752  1.9102  0.18
H  1.6319  -0.2482  0.7550  0.16
H  -0.2825  0.4888  -1.7320  0.18
H  0.7821  1.8323  -2.0661  0.14

Calculated values
- E_LUMO: -5.76 eV
- Total charge: +1
- Frontier orbital gap: 8.6 eV

---

Stability ranking, top entry: x); the second entry is 2.1 kcal/mol less favorable.

---

w) Below is an isolated molecule of C7H12N2, with properties calculated with ωB97M-V/def2-TZVPD.

Each line ends with the Löwdin charge.
Element x y z (Å)
C  -0.0068  -0.5439  2.2177  -0.07
C  -0.9317  -0.1470  0.9328  -0.17
C  -1.0189  1.1833  -0.1341  -0.08
C  -1.6491  -0.0309  -1.0495  -0.18
C  0.5031  -0.8188  -0.9521  -0.36
C  1.9351  -0.8720  -1.0206  -0.06
C  1.1784  0.4315  -0.5056  -0.31
H  0.7210  0.2194  2.5269  0.03
H  -0.7307  -0.4940  3.2197  0.12
H  0.8291  -1.3059  2.2097  0.08
H  -1.9599  0.0328  1.2688  0.11
H  -1.6408  1.9687  0.2985  0.11
H  -2.7202  -0.1214  -0.9381  0.10
H  -1.4112  0.2261  -2.0862  0.11
H  0.5769  -0.3111  -1.9828  0.14
H  2.4197  -1.3024  -0.1434  0.08
H  2.0021  -1.5332  -2.1021  0.17
H  1.6997  0.4903  0.4313  0.11
H  0.7078  2.4409  -0.7143  0.13
N  -0.8163  -0.9810  -0.4215  -0.07
N  0.3125  1.4690  -1.0552  0.00

Calculated values
- E_LUMO: 0.89 eV
- Total charge: 0
- Frontier orbital gap: 8.4 eV
- SMILES string: C[C@H]1[C@@H]2CN1[C@@H]1C[C@H]1N2

---

x) Below is an isolated molecule of C7H12N2, with properties calculated with ωB97M-V/def2-TZVPD.

Each line ends with the Löwdin charge.
Element x y z (Å)
C  0.1522  -0.9019  1.9560  -0.09
C  1.8517  -0.1628  -1.2567  -0.06
C  -0.7309  -0.1097  -0.6743  -0.39
C  -0.2798  0.3858  1.3502  -0.29
N  -1.6747  -1.1632  -0.6980  0.04
C  0.7556  -0.6962  -0.3544  -0.31
C  -0.9633  0.9843  -1.4613  0.06
C  -0.2512  1.6625  1.7987  0.07
N  1.0244  -0.2746  1.0126  -0.03
H  -2.5278  -0.9656  -0.1852  0.08
H  -1.9748  -1.4818  -1.6139  0.08
H  -0.4297  -1.7733  1.6762  0.10
H  0.5137  -0.8348  2.9734  0.11
H  0.6864  -1.7875  -0.4460  0.14
H  -0.3609  1.8778  -1.3678  0.06
H  -1.7165  0.9639  -2.2394  0.06
H  0.6273  2.0582  2.2927  0.07
H  -1.1104  2.3066  1.6621  0.06
H  1.6454  -0.3969  -2.3039  0.08
H  1.9539  0.9202  -1.1442  0.08
H  2.8094  -0.6112  -0.9767  0.08

Calculated values
- E_LUMO (spin up / spin down): 0.00 / -0.31 eV
- Total charge: 0
- Frontier orbital gap (spin up / spin down): 7.6 / 7.2 eV
- SMILES string: C=C(N)[C@@H](C)N1CC1=C

---

Stability ranking, top entry: x); the second entry is 78.0 kcal/mol less favorable.

---

w) Below is a structure of composition C14H34ClN2O12P4ReS, with properties calculated with ωB97M-V/def2-TZVPD.

Each line ends with the Löwdin spin population.
Element x y z (Å)
Re  0.3484  0.2630  -0.0066  2.41
C  -4.2533  -1.3388  1.6220  0.00
C  -3.1472  -2.3458  1.3410  0.00
O  -3.4374  -3.5089  2.1403  0.00
P  -3.1275  -2.8899  -0.4012  0.00
O  -4.5081  -3.6089  -0.6565  0.00
O  -2.0650  -4.0730  -0.3819  0.00
O  -2.8713  -1.7869  -1.3376  0.00
P  -1.4885  -1.7461  1.7641  0.01
O  -1.5676  -1.3540  3.2976  0.01
O  -0.5361  -2.8594  1.4758  0.00
O  -1.2649  -0.4069  1.0018  0.10
H  -5.2172  -1.7392  1.3103  0.00
H  -4.0797  -0.3996  1.0998  0.00
H  -4.2892  -1.1433  2.6928  0.00
H  -2.6701  -4.0978  2.1407  0.00
H  -4.6703  -4.3505  -0.0532  0.00
H  -1.3215  -3.8087  0.2354  0.00
H  -1.0010  -1.9087  3.8535  0.00
C  3.1555  0.4580  -2.3906  0.00
P  2.0020  1.4756  -1.4394  0.02
C  3.0237  2.7020  -0.5989  0.01
C  1.0728  2.3545  -2.7560  0.00
C  -0.3744  2.6438  -2.3646  0.00
P  -1.1218  1.0938  -1.7861  0.01
C  -1.2564  0.0643  -3.2623  0.00
C  -2.7774  1.4376  -1.1891  0.00
H  3.5732  1.0701  -3.1935  0.00
H  2.6374  -0.3910  -2.8356  0.00
H  3.9489  0.1028  -1.7419  0.00
H  3.6904  3.1486  -1.3391  0.00
H  3.6068  2.2080  0.1744  0.00
H  2.3996  3.4791  -0.1632  0.00
H  1.1063  1.6985  -3.6300  0.00
H  1.6116  3.2635  -3.0295  0.00
H  -0.9482  3.0328  -3.2089  0.00
H  -0.4226  3.3596  -1.5465  0.00
H  -1.6388  0.6830  -4.0763  0.00
H  -1.9245  -0.7677  -3.0540  0.00
H  -0.2821  -0.3339  -3.5457  0.00
H  -3.3817  1.8467  -2.0007  0.00
H  -2.7261  2.1527  -0.3681  0.00
H  -3.2096  0.5007  -0.8473  0.00
C  1.0356  -4.8346  -1.6509  0.01
N  1.8422  -3.6222  -1.4381  0.03
C  3.3082  -3.7365  -1.3382  0.01
C  1.2847  -2.4920  -1.1986  0.07
N  0.7806  -1.4600  -1.0129  0.03
H  1.1807  -5.4963  -0.7978  0.00
H  1.3679  -5.3175  -2.5677  0.00
H  -0.0128  -4.5659  -1.7358  0.00
H  3.5362  -4.5122  -0.6101  0.00
H  3.7145  -2.7971  -0.9748  0.00
H  3.7139  -3.9908  -2.3160  0.00
Cl  1.9250  2.9307  3.3747  0.00
C  0.3360  3.4849  2.7748  0.00
C  0.2141  3.1289  1.3112  0.02
O  0.2204  3.9575  0.4315  0.02
O  0.0769  1.8317  1.1281  0.13
H  0.2905  4.5612  2.8994  0.00
H  -0.4292  2.9852  3.3619  0.00
C  3.5940  -0.5301  3.0249  0.00
S  2.8186  -0.9969  1.5300  0.01
O  3.4400  -0.2799  0.4258  0.02
O  2.8317  -2.4297  1.4226  0.00
O  1.3927  -0.4409  1.6868  0.05
H  4.5858  -0.9779  3.0150  0.00
H  3.0136  -0.9127  3.8602  0.00
H  3.6503  0.5544  3.0663  0.00

Calculated values
- E_LUMO (spin up / spin down): -1.90 / -4.18 eV
- <S²>: 3.7700
- Total charge: +1
- Frontier orbital gap (spin up / spin down): 10.2 / 8.3 eV
- Spin multiplicity: 4

---

x) Below is a structure of composition C14H34ClN2O12P4ReS, with properties calculated with ωB97M-V/def2-TZVPD.

Each line ends with the Löwdin spin population.
Element x y z (Å)
Re  0.8034  0.3304  -0.2214  2.38
C  -0.9636  -4.6769  -1.0851  0.00
C  -0.2977  -3.3470  -1.3847  0.00
O  0.0919  -3.2196  -2.7230  0.00
P  -1.4309  -1.9547  -1.1736  0.01
O  -2.0531  -2.0945  0.2793  0.00
O  -2.5915  -2.1567  -2.2047  0.00
O  -0.7979  -0.6165  -1.3427  0.05
P  1.1941  -3.1025  -0.3055  0.01
O  0.5968  -3.4200  1.1852  0.00
O  2.2502  -4.0600  -0.6548  0.00
O  1.6284  -1.6435  -0.2307  0.07
H  -1.7555  -4.8324  -1.8164  0.00
H  -1.3872  -4.6646  -0.0832  0.00
H  -0.2285  -5.4772  -1.1605  0.00
H  1.0045  -3.5347  -2.8309  0.00
H  -2.5542  -1.2418  0.4082  0.00
H  -2.9499  -1.2728  -2.4312  0.00
H  0.9142  -4.2939  1.4143  0.00
C  4.1446  1.0665  -0.8009  0.00
P  2.9798  0.9042  0.5801  0.02
C  3.7871  -0.2405  1.7305  0.00
C  2.8553  2.5378  1.4222  0.01
C  1.9739  3.4598  0.5922  0.00
P  0.3014  2.7197  0.1163  0.02
C  -0.1178  3.9718  -1.1409  0.00
C  -0.6527  3.0626  1.6354  0.00
H  5.1361  1.3349  -0.4375  0.00
H  3.7831  1.8119  -1.5056  0.00
H  4.1895  0.1040  -1.3115  0.00
H  4.8122  0.0776  1.9144  0.00
H  3.7808  -1.2290  1.2714  0.00
H  3.2337  -0.2793  2.6641  0.00
H  3.8505  2.9675  1.5621  0.00
H  2.4145  2.3601  2.4058  0.00
H  2.4800  3.6937  -0.3467  0.00
H  1.8082  4.3972  1.1267  0.00
H  0.3785  4.9074  -0.8888  0.00
H  -1.1933  4.1065  -1.1853  0.00
H  0.2265  3.6194  -2.1106  0.00
H  -0.8709  4.1269  1.6881  0.00
H  -0.0643  2.7681  2.4998  0.00
H  -1.5768  2.4958  1.6208  0.00
C  -2.7847  -0.9362  3.2672  0.01
N  -1.4117  -1.3588  3.0683  0.04
C  -0.9528  -2.5480  3.7563  0.01
C  -0.6612  -0.7499  2.2345  0.09
N  0.0572  -0.1161  1.5668  0.04
H  -2.8659  -0.3476  4.1825  0.00
H  -3.4135  -1.8213  3.3591  0.00
H  -3.1244  -0.3450  2.4173  0.00
H  -0.7204  -2.3234  4.7999  0.00
H  -0.0684  -2.9428  3.2601  0.00
H  -1.7441  -3.2969  3.7244  0.00
Cl  0.7938  2.2840  -4.5122  0.00
C  0.4051  0.5951  -4.1964  0.00
C  1.2366  0.0476  -3.0228  0.01
O  1.7240  -1.0569  -3.0795  0.01
O  1.3689  0.8723  -2.0493  0.13
H  0.6112  0.0074  -5.0901  0.00
H  -0.6497  0.5379  -3.9168  0.00
C  -3.9836  2.4324  -0.7805  0.00
S  -2.7846  1.0831  -0.8665  0.01
O  -3.0171  0.2617  0.3280  0.00
O  -3.0421  0.4301  -2.1266  0.00
O  -1.4871  1.7976  -0.7530  0.06
H  -4.9696  2.0002  -0.8716  0.00
H  -3.7856  3.0985  -1.6088  0.00
H  -3.8635  2.9293  0.1696  0.00

Calculated values
- E_LUMO (spin up / spin down): -2.28 / -4.39 eV
- <S²>: 3.7708
- Total charge: +1
- Frontier orbital gap (spin up / spin down): 9.7 / 7.8 eV
- Spin multiplicity: 4

---

Stability ranking, top entry: w); the second entry is 32.3 kcal/mol less favorable.

---

w) Below is a cluster of 2 separate species, C3H3Br2F in total, with properties calculated with ωB97M-V/def2-TZVPD.

Each line ends with the Löwdin charge.
Element x y z (Å)
C  1.6966  -1.0433  -0.1080  0.16
C  -0.3073  -0.4467  -0.0002  -0.71
C  -0.6179  0.8790  0.1463  -0.82
F  0.3167  1.8567  0.0183  -0.03
Br  -1.6494  -1.7062  0.0260  0.76
Br  -1.7831  1.2797  1.8409  0.52
H  1.3678  -1.7036  -0.9918  0.01
H  2.3475  -0.1403  -0.2499  0.01
H  -1.3710  1.0247  -0.6816  0.11

Calculated values
- E_LUMO (spin up / spin down): -1.40 / -1.32 eV
- Total charge: 0
- Frontier orbital gap (spin up / spin down): 7.2 / 8.9 eV

---

x) Below is a cluster of 2 separate species, C3H3Br2F in total, with properties calculated with ωB97M-V/def2-TZVPD.

Each line ends with the Löwdin charge.
Element x y z (Å)
C  -1.3781  -0.5492  -0.5993  0.09
C  -0.5083  0.2822  -0.0400  -0.65
C  0.6393  -0.0116  0.6446  -0.25
F  0.8559  -1.2261  1.0543  0.10
Br  3.6802  0.2038  -0.4342  -0.31
Br  -0.7047  2.2603  -0.1668  0.72
H  -1.3478  -1.6150  -0.9665  0.13
H  -2.3431  -0.0875  -0.8217  0.08
H  1.1066  0.7432  1.3295  0.11

Calculated values
- E_LUMO (spin up / spin down): -3.38 / -3.38 eV
- Total charge: 0
- Frontier orbital gap (spin up / spin down): 5.3 / 5.3 eV

---

Stability ranking, top entry: x); the second entry is 60.9 kcal/mol less favorable.